(1)
{"formula": "C2F8NOPS", "method": "the ωB97M-V functional and the def2-TZVPD basis", "elements": ["N", "S", "O", "P", "F", "F", "C", "F", "F", "F", "C", "F", "F", "F"], "xyz": [[-0.142, 0.225, 2.184], [-0.240, 0.082, 0.773], [1.025, -0.347, -0.193], [2.597, -0.190, -0.613], [3.159, 0.357, 0.786], [3.024, -1.699, -0.304], [-0.637, 1.595, -0.376], [0.321, 2.488, -0.177], [-1.809, 2.128, -0.094], [-0.609, 1.210, -1.638], [-1.451, -1.248, 0.029], [-0.822, -2.172, -0.663], [-2.094, -1.804, 1.041], [-2.322, -0.626, -0.754]], "nbo_charge": [-0.86, 1.54, -1.08, 1.75, -0.57, -0.57, 0.79, -0.30, -0.29, -0.31, 0.80, -0.29, -0.29, -0.31], "lumo_ev": 0.26, "multiplicity": 1, "e_above_lowest_kcal_mol": 54.5, "charge": 0}



(2)
{"formula": "C2H10BFNO", "method": "the ωB97M-V functional and the def2-TZVPD basis", "elements": ["N", "B", "F", "H", "H", "H", "H", "C", "C", "O", "H", "H", "H", "H", "H", "H"], "xyz": [[3.041, 0.096, -1.581], [1.569, 0.503, -1.406], [0.670, -0.665, -1.632], [3.504, -0.123, -0.718], [3.535, 0.819, -2.065], [1.311, 0.972, -0.315], [1.313, 1.337, -2.273], [-1.447, -1.203, 1.226], [-1.881, 0.236, 1.439], [-1.420, 1.066, 0.390], [-0.363, -1.260, 1.139], [-1.777, -1.842, 2.052], [-1.860, -1.595, 0.295], [-1.448, 0.629, 2.360], [-2.975, 0.306, 1.523], [-1.769, 0.724, -0.433]], "nbo_charge": [-1.12, 0.42, -0.61, 0.33, 0.34, -0.17, -0.18, -0.64, -0.05, -0.70, 0.24, 0.18, 0.20, 0.16, 0.13, 0.47], "lumo_ev": 3.74, "multiplicity": 1, "charge": -1}



(3)
{"formula": "C2H10CdF6NO9S2", "method": "the ωB97M-V functional and the def2-TZVPD basis", "elements": ["Cd", "C", "F", "F", "F", "S", "O", "O", "N", "S", "O", "O", "C", "F", "F", "F", "O", "H", "H", "O", "H", "H", "O", "H", "H", "O", "H", "H", "O", "H", "H"], "xyz": [[-0.654, -0.691, 1.559], [-1.112, 1.335, -3.983], [-0.515, 2.251, -3.200], [-2.446, 1.388, -3.835], [-0.832, 1.570, -5.258], [-0.426, -0.334, -3.533], [-1.507, -1.070, -3.000], [0.115, -1.000, -4.716], [0.728, 0.083, -2.241], [2.020, 0.286, -3.141], [2.606, -1.005, -3.495], [1.879, 1.165, -4.301], [3.280, 1.179, -1.899], [3.753, 0.410, -0.947], [4.318, 1.659, -2.633], [2.702, 2.259, -1.416], [-1.698, -4.263, 2.033], [-2.240, -4.488, 2.789], [-1.499, -5.104, 1.621], [-1.147, -0.245, 5.606], [-1.565, -0.705, 6.334], [-0.840, 0.578, 5.987], [2.653, -1.825, 2.782], [3.121, -2.631, 2.564], [3.224, -1.378, 3.407], [-0.004, 3.137, 2.780], [-0.808, 3.613, 2.987], [0.697, 3.681, 3.137], [-4.235, 0.110, 1.217], [-4.704, 0.555, 1.923], [-4.865, -0.522, 0.872]], "nbo_charge": [1.19, 0.76, -0.30, -0.28, -0.27, 2.08, -0.89, -0.83, -0.87, 2.06, -0.77, -0.79, 0.80, -0.29, -0.30, -0.30, -0.97, 0.48, 0.49, -0.96, 0.48, 0.48, -0.97, 0.49, 0.48, -0.96, 0.48, 0.48, -0.96, 0.48, 0.49], "lumo_ev": -9.50, "multiplicity": 1, "e_above_lowest_kcal_mol": 151.2, "charge": 1}



What are the energy values for these records? In order: -1744.64785; -336.97944; -2376.87718 Eh.
What are the orbital gap values for these records? In order: 10.82; 7.22; 2.98 eV.